[1]
The following is a quantum chemistry calculation of a cluster of 2 separate species, C52H51F6N3O3 in total, from the OMol25 dataset.

```
! RIJCOSX wB97M-V def2-TZVPD def2/J DEFGRID3
* xyz 0 1
C 2.07509 -3.08669 2.79437
C 0.59275 -3.31798 2.48827
C 0.01297 -4.21492 3.58809
C 0.43214 -3.89444 1.07897
C 0.12780 -5.24521 0.90432
C 0.21176 -5.82939 -0.35890
C 0.61084 -5.07624 -1.45808
C 0.98661 -3.74333 -1.29403
C 1.61710 -2.99845 -2.47453
C 0.55320 -2.59782 -3.48635
C 2.76784 -3.79925 -3.08341
C 0.75975 -3.12157 -0.05870
N 1.13831 -1.73772 0.07685
N 2.45547 -1.42968 -0.06510
N 2.54974 -0.11740 0.26497
C 3.68540 0.63693 -0.17688
C 3.50840 1.66388 -1.12133
C 2.25556 1.75551 -1.99443
C 2.48245 1.02307 -3.31233
C 1.79606 3.20288 -2.16454
C 4.55380 2.56214 -1.32079
C 5.76268 2.39473 -0.64936
C 5.95198 1.29665 0.17925
C 4.94239 0.34951 0.35913
C 5.22529 -0.93937 1.12858
C 5.40165 -0.66960 2.61807
C 6.43553 -1.65968 0.53191
C 1.32048 0.39229 0.65612
C 1.25052 1.78124 1.04585
C 2.32431 2.34662 1.78996
C 2.42341 3.71078 1.95770
C 3.59440 4.25855 2.72644
F 3.96424 5.49133 2.26944
F 3.31832 4.37165 4.06396
F 4.69927 3.44683 2.61826
C 1.43411 4.57321 1.48065
C 0.31951 4.01728 0.86376
C -0.79226 4.92486 0.38637
F -0.63362 5.24882 -0.93935
F -2.00421 4.32384 0.51223
F -0.85494 6.09787 1.07901
C 0.20454 2.64723 0.64872
C 0.38690 -0.62492 0.49741
C -0.99166 -0.58188 0.69699
H 2.58218 -2.53938 1.99409
H 2.20113 -2.52506 3.72852
H 2.57499 -4.05941 2.89619
H 0.06686 -2.35264 2.51062
H -1.01639 -4.51628 3.37221
H 0.63216 -5.11398 3.70334
H 0.01675 -3.67718 4.54364
H -0.14439 -5.85065 1.77337
H -0.01054 -6.88876 -0.47732
H 0.66891 -5.52556 -2.45299
H 2.06491 -2.08407 -2.07447
H -0.21791 -1.99472 -2.98957
H 0.98058 -2.00730 -4.30689
H 0.07343 -3.49369 -3.90435
H 3.46132 -4.09758 -2.28807
H 2.39759 -4.70263 -3.58347
H 3.32617 -3.19601 -3.81057
H 1.44742 1.23220 -1.47175
H 2.60991 -0.05187 -3.12697
H 1.63172 1.16513 -3.98999
H 3.39618 1.40059 -3.78709
H 1.92203 3.75090 -1.22063
H 2.36610 3.71008 -2.95443
H 0.72730 3.23506 -2.41581
H 4.41958 3.40563 -1.99784
H 6.57095 3.11029 -0.79571
H 6.89745 1.15255 0.70503
H 4.34977 -1.58692 0.98524
H 4.49657 -0.21886 3.04410
H 5.60262 -1.60607 3.15041
H 6.23949 0.02060 2.79162
H 6.30271 -1.78477 -0.54754
H 7.35305 -1.08368 0.70260
H 6.55682 -2.65108 0.97961
H 3.07596 1.68923 2.22869
H 1.53002 5.64225 1.61274
H -0.65142 2.23134 0.12216
H -1.29962 0.22646 1.34321
H -1.60748 -1.39550 0.33627
C -8.82355 -0.57801 4.01715
O -7.75847 0.39173 4.03539
C -6.68571 0.31025 3.20553
C -6.45102 -0.75063 2.29128
C -5.46290 -0.59653 1.33200
C -4.58809 0.51295 1.34240
C -3.65772 0.77641 0.26054
C -4.05757 0.93349 -1.05235
C -4.05975 2.26126 -1.74420
O -3.61616 3.32680 -1.33846
C -4.71778 2.02268 -3.05128
C -4.99957 0.65925 -3.21336
C -5.58596 0.21176 -4.39558
C -5.91748 1.14576 -5.38054
C -5.68945 2.52565 -5.17838
C -5.07355 2.96888 -4.00322
C -4.62236 -0.08306 -1.97298
O -4.74840 -1.28368 -1.77404
C -4.73711 1.48044 2.37170
C -5.78697 1.40998 3.25389
H -9.58545 -0.14557 4.66850
H -9.23343 -0.72995 3.01047
H -8.48769 -1.53418 4.43003
H -7.07460 -1.64613 2.31735
H -5.33039 -1.34671 0.55507
H -2.69665 1.21638 0.50566
H -5.77108 -0.85328 -4.51290
H -6.35717 0.81940 -6.32334
H -5.97480 3.25011 -5.93701
H -4.88010 4.02360 -3.80266
H -4.04388 2.31544 2.41277
H -5.97593 2.18467 3.99486
*
```

Results
* HOMO-LUMO gap: 5.53 eV
* ΔE to the lowest compared entry with this formula, charge and spin: 6.5 kcal/mol
* LUMO level: -1.0 eV

Here are the Mulliken charges for atoms 1 to 5, given in e: number 1, C, carries -0.607; number 2, C, carries 1.524; number 3, C, carries -2.108; number 4, C, carries 0.510; number 5, C, carries -0.657


[2]
The following is a quantum chemistry calculation of a structure of composition C52H76O2SSi2Tc, from the OMol25 dataset.

```
! RIJCOSX wB97M-V def2-TZVPD def2/J DEFGRID3
* xyz 0 4
Tc -0.92495 0.68465 0.47118
C -3.18229 -0.40076 1.02591
C -2.58266 -0.46785 2.33222
C -2.30596 0.86290 2.71978
C -2.65634 1.70750 1.58771
C -3.32244 0.92094 0.60464
C -4.20995 1.41085 -0.52365
C -5.57863 0.72175 -0.41179
C -4.43402 2.91945 -0.39226
C -3.60674 1.07257 -1.89187
C -1.92799 1.54738 4.03537
C -2.66742 2.90010 4.13375
C -2.32089 0.78869 5.30680
C -0.41916 1.81887 4.04509
C -2.35790 -1.81791 3.01059
C -2.46596 -2.94198 1.96588
C -3.43923 -2.11361 4.06547
C -0.95482 -1.91286 3.63436
H -3.56779 -1.24868 0.48288
H -2.79476 2.76881 1.67290
H -6.01021 0.87658 0.57909
H -5.50565 -0.35217 -0.59107
H -6.25972 1.14023 -1.15501
H -4.85745 3.16275 0.58478
H -5.13379 3.26049 -1.15661
H -3.50406 3.46811 -0.51334
H -3.69319 0.00720 -2.08131
H -2.54696 1.33125 -1.94204
H -4.13534 1.60030 -2.68921
H -3.73116 2.77990 3.91858
H -2.25315 3.64983 3.46174
H -2.57509 3.28964 5.14792
H -3.39260 0.58784 5.32101
H -2.08834 1.41714 6.16722
H -1.77682 -0.13915 5.43523
H -0.15755 2.42404 3.17929
H 0.15054 0.88876 3.99127
H -0.13087 2.35359 4.95337
H -3.49510 -3.07233 1.62483
H -2.15190 -3.88430 2.41660
H -1.82362 -2.75305 1.10786
H -4.43631 -1.97001 3.64372
H -3.34858 -1.48831 4.94756
H -3.34952 -3.15486 4.38191
H -0.20977 -1.50531 2.95225
H -0.70425 -2.95731 3.82368
H -0.87637 -1.38332 4.57896
C 6.62284 -2.63635 -3.54851
C 7.41276 -3.30003 -2.45281
O 8.07338 -4.28657 -2.61042
S 7.53685 -2.46383 -0.85214
C 5.95373 -1.71273 -0.58060
C 5.89554 -0.45093 -0.00005
C 4.67327 0.12233 0.30038
C 3.47883 -0.54442 0.01021
C 3.55234 -1.82245 -0.55844
C 4.77219 -2.40915 -0.82581
C 2.19947 0.03710 0.26475
C 1.07792 0.48028 0.45575
H 6.24240 -3.40426 -4.22096
H 7.31583 -2.00645 -4.11026
H 5.81419 -2.01167 -3.18456
H 6.81166 0.08427 0.21530
H 4.63973 1.09500 0.76711
H 2.64164 -2.36072 -0.77619
H 4.80617 -3.41808 -1.21690
C -1.13338 4.55292 0.95623
Si -0.04868 3.28261 0.01236
C -0.22652 3.86966 -1.85622
C 0.40023 5.24699 -2.10684
C -1.69927 3.99308 -2.25503
C 0.42848 2.85615 -2.80395
C 1.74505 3.81855 0.64674
C 2.82843 3.42368 -0.36494
C 1.82743 5.33540 0.87560
C 2.09692 3.18868 2.00489
H -0.86165 5.56385 0.64672
H -0.97014 4.49361 2.03471
H -2.20210 4.44004 0.76825
H -0.03467 6.01452 -1.46406
H 0.19777 5.53893 -3.14289
H 1.48066 5.24656 -1.97612
H -2.20271 4.77518 -1.68233
H -2.23360 3.05612 -2.12359
H -1.76861 4.26190 -3.31448
H 1.49161 2.73032 -2.59339
H 0.32864 3.19177 -3.84213
H -0.04884 1.87768 -2.71765
H 2.74006 3.98160 -1.29753
H 2.78838 2.36099 -0.59456
H 3.81626 3.65526 0.04979
H 1.55661 5.92353 0.00167
H 2.85764 5.59518 1.14100
H 1.19070 5.64396 1.70573
H 2.01249 2.10648 1.99704
H 1.46114 3.58786 2.79669
H 3.12920 3.44970 2.26629
C -2.60220 -3.95075 -1.68980
C -1.48347 -3.24248 -2.46186
C -0.77703 -4.25268 -3.37997
C -2.10490 -2.18263 -3.37256
Si -0.23740 -2.37390 -1.27560
O -0.83498 -1.01100 -0.65477
C 0.34467 -3.57729 0.07931
C 0.84788 -3.05388 1.27242
C 1.35813 -3.86492 2.27447
C 1.38305 -5.24148 2.10567
C 0.89050 -5.78988 0.93056
C 0.37699 -4.96761 -0.06300
C 1.28205 -1.92928 -2.32386
C 2.21995 -2.85842 -2.77976
C 3.28795 -2.46716 -3.57408
C 3.45627 -1.13035 -3.90963
C 2.54781 -0.18759 -3.44977
C 1.47225 -0.59220 -2.67103
H -3.29156 -4.44511 -2.38307
H -3.18384 -3.23557 -1.10134
H -2.21528 -4.70561 -1.00281
H -1.51193 -4.71489 -4.04776
H -0.28262 -5.05595 -2.83444
H -0.02861 -3.75800 -3.99852
H -2.76761 -2.65349 -4.10635
H -1.33591 -1.62430 -3.91382
H -2.68828 -1.47451 -2.79190
H 0.85970 -1.97848 1.40112
H 1.74277 -3.41924 3.18430
H 1.78713 -5.88106 2.88019
H 0.90876 -6.86301 0.78477
H -0.00740 -5.43108 -0.96073
H 2.11849 -3.90559 -2.51191
H 3.99490 -3.20649 -3.93291
H 4.28769 -0.82317 -4.53215
H 2.67216 0.86057 -3.69457
H 0.76242 0.13606 -2.30195
*
```

Results
* HOMO-LUMO gap (spin up / spin down): 7.08 / 6.92 eV
* <S²>: 3.85
* LUMO level (spin up / spin down): -0.8 / -1.3 eV

Here are the Mulliken charges for atoms 1 to 5, given in e: number 1, Tc, carries -0.972; number 2, C, carries -0.874; number 3, C, carries 1.152; number 4, C, carries 1.284; number 5, C, carries -2.714


[3]
The following is a quantum chemistry calculation of the ion C4H3N2O2 with charge +1, from the OMol25 dataset.

```
! RIJCOSX wB97M-V def2-TZVPD def2/J DEFGRID3
* xyz 1 1
O -0.03493 -2.38846 2.52966
C -0.31474 -1.30049 2.24328
O -1.45231 -0.66075 2.21512
C -1.06019 0.35944 1.27847
C -0.78128 -0.37305 -0.32095
N 0.40123 -0.70192 -0.04885
C 0.57817 -0.26077 1.33557
N 0.08540 1.00547 1.44666
H -1.41016 -0.62552 -1.29417
H 1.25639 -0.98254 -0.42490
H 0.42595 1.69226 2.11518
*
```

Results
* HOMO-LUMO gap (spin up / spin down): 8.84 / 8.84 eV
* SMILES: O=C1O[C@@]23C=[NH+][C@]12N3
* ΔE to the lowest compared entry with this formula, charge and spin: 105.9 kcal/mol
* LUMO level (spin up / spin down): -6.1 / -6.2 eV

Here are the Mulliken charges for atoms 1 to 5, given in e: number 1, O, carries -0.373; number 2, C, carries 0.420; number 3, O, carries -0.221; number 4, C, carries 0.359; number 5, C, carries -0.140